1.
DFT (ωB97M-V/def2-TZVPD) results for a 2-piece molecular cluster, C2H3ClO2S overall.

```
9
C2H3ClO2S | the OMol25 dataset | ωB97M-V/def2-TZVPD
C 0.817 0.249 0.047
C 1.876 -0.514 -0.567
O -0.135 -2.277 -0.174
O 2.712 -0.583 -1.391
S 0.869 -1.543 0.627
Cl -2.768 -0.669 -0.536
H 1.082 0.985 0.790
H -0.045 0.518 -0.558
H -1.773 -1.509 -0.365
```

## Properties
Energy above the lowest of the compared OMol25 structures with the same formula, charge and spin in eV: 1.755
Highest occupied orbital energy in eV: -9.5985
2S+1: 1
HOMO-LUMO gap in hartree: 0.3320
DFT total energy in eV: -29572.9590

Computed Löwdin charges, given in elementary charges:
1. C -0.196
2. C -0.515
3. O -0.607
4. O 0.153
5. S 0.991
6. Cl 0.264
7. H 0.098
8. H 0.083
9. H -0.270


2.
DFT (ωB97M-V/def2-TZVPD) results for one molecule with the formula C7H6N2O at a distorted geometry.

```
16
C7H6N2O | the OMol25 dataset | ωB97M-V/def2-TZVPD
C -1.584 0.173 0.559
C 0.165 -0.756 1.747
C 0.684 -0.452 0.547
C 2.129 0.007 -1.309
C 1.106 0.608 -1.976
C -0.194 0.732 -1.446
C -0.368 0.170 -0.243
H -1.803 -0.444 2.555
H 0.586 -0.976 2.744
H 2.697 -0.995 0.422
H 3.066 -0.168 -1.778
H 1.372 0.949 -3.032
H -0.972 1.305 -1.902
N -1.199 -0.432 1.759
N 1.938 -0.545 -0.078
O -2.718 0.535 0.244
```

## Properties
Energy above the lowest of the compared OMol25 structures with the same formula, charge and spin in eV: 0.166
Highest occupied orbital energy in eV: -6.8911
2S+1: 1
HOMO-LUMO gap in hartree: 0.2594
SMILES string: O=c1[nH]cc2[nH]cccc1-2
DFT total energy in eV: -12383.1894

Computed Löwdin charges, given in elementary charges:
1. C -0.426
2. C -0.080
3. C -0.195
4. C -0.100
5. C -0.093
6. C 0.014
7. C -0.106
8. H 0.142
9. H 0.119
10. H 0.157
11. H 0.112
12. H 0.124
13. H 0.126
14. N 0.087
15. N 0.090
16. O 0.030


3.
DFT (ωB97M-V/def2-TZVPD) results for C27H36BCl2N5O4Sr as an isolated structure at a distorted geometry.

```
76
C27H36BCl2N5O4Sr | the OMol25 dataset | ωB97M-V/def2-TZVPD
Sr 0.115 -0.688 1.101
C -1.065 -4.727 -1.225
C -0.507 -3.556 -0.483
N -1.170 -2.749 0.236
C -2.602 -2.871 0.552
C -3.011 -1.736 1.499
N -2.351 -1.859 2.795
C -2.414 -0.702 3.708
C -1.212 -0.667 4.673
N -0.125 0.154 4.097
C 1.267 -0.233 4.420
C 2.313 0.306 3.413
N 2.288 -0.480 2.152
C 3.191 -1.246 1.692
C 4.571 -1.424 2.227
C 2.814 -2.223 0.516
C 3.744 -3.048 -0.099
C 3.277 -4.035 -0.956
C 1.914 -4.230 -1.144
C 1.032 -3.359 -0.526
N 1.520 -2.357 0.211
H -2.089 -4.928 -0.923
H -0.475 -5.626 -1.051
H -1.057 -4.525 -2.300
H -2.782 -3.841 1.023
H -3.198 -2.812 -0.362
H -4.097 -1.788 1.628
H -2.816 -0.766 1.003
H -1.404 -2.211 2.706
H -3.341 -0.756 4.285
H -2.457 0.257 3.163
H -0.882 -1.697 4.857
H -1.506 -0.228 5.628
H -0.284 0.121 3.114
H 1.372 -1.320 4.486
H 1.507 0.198 5.395
H 3.298 0.318 3.880
H 2.050 1.336 3.163
H 4.783 -0.757 3.057
H 5.310 -1.229 1.446
H 4.689 -2.456 2.561
H 4.799 -2.954 0.111
H 3.982 -4.695 -1.444
H 1.556 -5.054 -1.745
Cl -1.094 -4.936 3.969
C 0.539 -5.007 3.310
Cl 0.533 -5.948 1.758
C 1.172 -3.641 3.043
O 2.411 -3.636 3.035
O 0.407 -2.674 2.797
H 1.167 -5.569 3.992
C 0.016 6.150 -5.392
C -1.212 5.339 -4.965
C -1.491 4.296 -6.045
C -2.423 6.275 -4.875
C -0.970 4.696 -3.596
C -0.614 5.505 -2.512
C -0.401 4.995 -1.231
C -0.554 3.637 -1.066
O -0.404 2.888 0.064
B -0.682 1.508 -0.280
O -0.989 1.534 -1.700
C -0.904 2.829 -2.120
C -1.121 3.319 -3.391
H -0.153 6.600 -6.373
H 0.904 5.518 -5.458
H 0.239 6.956 -4.693
H -1.613 4.796 -7.008
H -2.408 3.739 -5.845
H -0.675 3.578 -6.143
H -2.605 6.766 -5.834
H -2.272 7.051 -4.124
H -3.323 5.722 -4.599
H -0.503 6.571 -2.662
H -0.129 5.640 -0.407
H -1.396 2.642 -4.185
```

## Properties
Energy above the lowest of the compared OMol25 structures with the same formula, charge and spin in eV: 4.196
Highest occupied orbital energy in eV: -7.0986
2S+1: 1
HOMO-LUMO gap in hartree: 0.2427
DFT total energy in eV: -70783.4275

Computed Löwdin charges, given in elementary charges:
1. Sr 1.377
2. C -0.026
3. C -0.283
4. N -0.004
5. C -0.173
6. C -0.237
7. N -0.072
8. C -0.197
9. C -0.192
10. N -0.057
11. C -0.188
12. C -0.149
13. N -0.059
14. C -0.263
15. C -0.016
16. C -0.182
17. C 0.006
18. C -0.019
19. C -0.011
20. C -0.201
21. N -0.014
22. H 0.077
23. H 0.063
24. H 0.102
25. H 0.127
26. H 0.128
27. H 0.121
28. H 0.093
29. H 0.012
30. H 0.113
31. H 0.117
32. H 0.105
33. H 0.113
34. H -0.017
35. H 0.103
36. H 0.120
37. H 0.102
38. H 0.124
39. H 0.073
40. H 0.090
41. H 0.095
42. H 0.112
43. H 0.116
44. H 0.112
45. Cl 0.619
46. C -0.948
47. Cl 0.609
48. C -0.769
49. O 0.012
50. O -0.177
51. H 0.061
52. C -0.055
53. C -0.566
54. C -0.076
55. C -0.051
56. C -0.176
57. C -0.045
58. C 0.016
59. C -0.257
60. O 0.030
61. B -0.393
62. O 0.029
63. C -0.242
64. C 0.060
65. H 0.081
66. H 0.090
67. H 0.073
68. H 0.083
69. H 0.083
70. H 0.086
71. H 0.082
72. H 0.077
73. H 0.089
74. H 0.101
75. H 0.116
76. H 0.112


4.
DFT (ωB97M-V/def2-TZVPD) results for one molecule with the formula C17H16Cl2N2O5S.

```
43
C17H16Cl2N2O5S | the OMol25 dataset | ωB97M-V/def2-TZVPD
C 3.663 2.471 -2.707
C 3.100 1.130 -2.378
C 2.665 0.836 -1.091
C 2.133 -0.428 -0.775
N 2.051 -1.371 -1.701
C 2.449 -1.118 -2.934
C 2.976 0.101 -3.321
Cl 3.474 0.323 -4.956
H 2.346 -1.933 -3.635
N 1.737 -0.682 0.518
C 0.955 -1.657 1.081
O 0.672 -1.587 2.253
C 0.464 -2.806 0.207
H 0.907 -3.742 0.552
H 0.701 -2.624 -0.843
O -0.943 -2.962 0.390
C -1.660 -1.858 0.187
O -1.172 -0.806 -0.146
C -3.134 -2.103 0.402
C -3.953 -0.860 0.136
H -3.502 -0.221 -0.618
H -4.982 -1.086 -0.125
S -4.069 0.131 1.676
O -4.417 -0.779 2.738
O -4.965 1.226 1.410
C -2.431 0.789 1.992
C -1.696 0.294 3.049
C -0.437 0.814 3.296
C 0.068 1.809 2.475
C -0.682 2.297 1.415
C -1.945 1.789 1.173
H -2.561 2.162 0.370
H -0.283 3.076 0.782
H 1.050 2.218 2.669
H 0.149 0.435 4.118
H -2.120 -0.483 3.665
H -3.435 -2.937 -0.236
H -3.287 -2.413 1.440
H 1.915 0.085 1.164
Cl 2.782 2.049 0.134
H 2.911 3.241 -2.536
H 4.511 2.687 -2.059
H 3.984 2.512 -3.742
```

## Properties
Energy above the lowest of the compared OMol25 structures with the same formula, charge and spin in eV: 0.135
Highest occupied orbital energy in eV: -9.0393
2S+1: 1
HOMO-LUMO gap in hartree: 0.3435
SMILES string: Cc1c(Cl)cnc(NC(=O)COC(=O)CCS(=O)(=O)c2ccccc2)c1Cl
DFT total energy in eV: -66987.1770

Computed Löwdin charges, given in elementary charges:
1. C -0.077
2. C -0.293
3. C -0.498
4. C -0.302
5. N 0.118
6. C -0.142
7. C -0.599
8. Cl 0.714
9. H 0.114
10. N 0.156
11. C -0.423
12. O 0.105
13. C -0.050
14. H 0.147
15. H 0.102
16. O 0.038
17. C -0.474
18. O 0.127
19. C -0.102
20. C -0.194
21. H 0.104
22. H 0.110
23. S 0.700
24. O -0.316
25. O -0.311
26. C -0.289
27. C -0.052
28. C -0.075
29. C -0.100
30. C -0.076
31. C -0.066
32. H 0.119
33. H 0.100
34. H 0.092
35. H 0.112
36. H 0.119
37. H 0.136
38. H 0.126
39. H 0.095
40. Cl 0.785
41. H 0.089
42. H 0.084
43. H 0.045


5.
DFT (ωB97M-V/def2-TZVPD) results for C9H30BeNO7 as an isolated structure at a distorted geometry.

```
48
C9H30BeNO7 | the OMol25 dataset | ωB97M-V/def2-TZVPD
Be 3.630 -1.249 17.503
C 6.339 -5.634 19.672
C 5.762 -4.237 20.074
C 6.412 -3.805 21.441
C 7.740 -3.056 21.405
C 7.697 -1.963 20.398
C 7.229 -2.393 18.869
N 5.920 -3.074 18.992
O 5.201 -3.324 17.679
C 8.455 -3.075 18.221
C 7.011 -1.035 18.137
C 4.242 -4.331 20.325
H 6.014 -6.359 20.418
H 7.422 -5.607 19.549
H 5.941 -5.900 18.693
H 6.540 -4.698 22.052
H 5.666 -3.297 22.052
H 8.445 -3.820 21.079
H 8.001 -2.686 22.396
H 8.677 -1.486 20.408
H 7.027 -1.259 20.891
H 9.435 -2.693 18.510
H 8.367 -3.251 17.149
H 8.472 -4.125 18.512
H 6.296 -0.414 18.677
H 6.605 -1.092 17.126
H 7.966 -0.520 18.034
H 3.963 -5.068 21.078
H 3.708 -4.758 19.476
H 3.731 -3.424 20.647
O 4.351 1.251 17.759
H 4.863 1.975 18.118
H 3.839 1.646 17.053
O 4.207 -0.941 19.956
H 4.917 -1.524 20.225
H 3.956 -0.483 20.758
O 2.051 -3.154 18.748
H 1.491 -3.539 19.422
H 2.772 -3.776 18.651
O 4.329 -0.374 15.298
H 4.382 0.581 15.346
H 4.861 -0.607 14.538
O 1.708 0.466 17.110
H 1.008 0.183 16.522
H 1.405 1.306 17.456
O 2.089 -2.420 15.919
H 1.408 -2.843 16.443
H 1.801 -2.534 15.013
```

## Properties
Highest occupied orbital energy (alpha / beta) in eV: -4.8858 / -5.8445
2S+1: 2
HOMO-LUMO gap (alpha / beta) in hartree: 0.1875 / 0.2029
DFT total energy in eV: -26037.6294

Computed Löwdin charges, given in elementary charges:
1. Be 0.767
2. C -0.036
3. C -0.419
4. C -0.155
5. C -0.216
6. C -0.143
7. C -0.460
8. N -0.152
9. O -0.316
10. C -0.045
11. C -0.072
12. C -0.076
13. H 0.075
14. H 0.060
15. H 0.075
16. H 0.108
17. H 0.102
18. H 0.106
19. H 0.113
20. H 0.107
21. H 0.101
22. H 0.078
23. H 0.079
24. H 0.050
25. H 0.041
26. H 0.054
27. H 0.077
28. H 0.085
29. H 0.059
30. H 0.069
31. O -0.078
32. H 0.054
33. H 0.010
34. O -0.094
35. H -0.005
36. H 0.050
37. O -0.091
38. H 0.048
39. H -0.018
40. O -0.065
41. H 0.021
42. H 0.055
43. O -0.077
44. H 0.038
45. H 0.042
46. O -0.077
47. H 0.024
48. H 0.046


6.
DFT (ωB97M-V/def2-TZVPD) results for a 3-piece molecular cluster, C3H13NO2 overall at a distorted geometry.

```
19
C3H13NO2 | the OMol25 dataset | ωB97M-V/def2-TZVPD
C -0.014 -1.812 -1.009
C 1.326 -1.313 -0.342
N 1.054 -0.022 0.275
C 1.900 1.088 -0.168
H 0.225 -2.318 -1.952
H -0.768 -1.038 -1.162
H -0.475 -2.673 -0.510
H 2.009 -1.241 -1.191
H 1.802 -1.981 0.416
H 1.092 -0.054 1.283
H 1.294 2.010 -0.124
H 2.824 1.110 0.433
H 2.128 0.941 -1.225
H -0.992 5.043 -1.275
H -1.020 4.869 0.196
O -1.191 4.369 -0.612
H -3.206 -2.300 1.758
H -4.259 -2.739 2.708
O -3.729 -1.939 2.500
```

## Properties
Energy above the lowest of the compared OMol25 structures with the same formula, charge and spin in eV: 1.574
Highest occupied orbital energy in eV: -8.3701
2S+1: 1
HOMO-LUMO gap in hartree: 0.3421
SMILES string: CCNC.O.O
DFT total energy in eV: -8905.8514

Computed Löwdin charges, given in elementary charges:
1. C -0.099
2. C -0.279
3. N -0.165
4. C -0.132
5. H 0.051
6. H 0.065
7. H 0.047
8. H 0.090
9. H 0.112
10. H 0.094
11. H 0.070
12. H 0.075
13. H 0.070
14. H 0.032
15. H 0.033
16. O -0.065
17. H 0.035
18. H 0.045
19. O -0.082